No. 1
Entry from the OMol25 dataset: C10H17FeN as an isolated structure (ωB97M-V/def2-TZVPD).

Frontier orbital gap (spin up / spin down) = 0.297 / 0.314 Ha
⟨S²⟩ = 6.027
Spin multiplicity = 5
LUMO level (spin up / spin down) = 0.63 / 0.27 eV
E = -46518.996 eV

Cartesian coordinates (Å):
Fe  -0.192  0.333  -0.680
C  0.457  -0.338  -2.424
H  1.535  -0.416  -2.469
H  -0.085  -1.262  -2.691
H  0.101  0.433  -3.123
H  -1.638  1.105  -0.176
H  -1.898  0.591  -0.710
C  2.182  2.021  0.225
N  1.468  0.816  0.698
C  2.452  -0.273  0.932
C  0.754  1.099  2.005
C  -0.179  -0.044  2.256
C  -0.538  -0.442  3.561
C  -1.431  -1.506  3.751
C  -1.975  -2.133  2.620
C  -1.632  -1.702  1.309
C  -0.752  -0.631  1.137
H  2.611  1.810  -0.768
H  2.991  2.266  0.942
H  1.473  2.864  0.168
H  1.954  -1.181  1.312
H  2.980  -0.485  -0.012
H  3.182  0.089  1.690
H  0.206  2.045  1.897
H  1.487  1.220  2.811
H  -0.062  0.083  4.388
H  -1.690  -1.816  4.775
H  -2.704  -2.933  2.774
H  -2.096  -2.196  0.442

=====

No. 2
Entry from the OMol25 dataset: C10H17MnNO as an isolated structure (ωB97M-V/def2-TZVPD).

Frontier orbital gap (spin up / spin down) = 0.256 / 0.263 Ha
⟨S²⟩ = 4.098
Spin multiplicity = 4
LUMO level (spin up / spin down) = -0.68 / -0.24 eV
E = -45496.795 eV

Cartesian coordinates (Å):
C  -0.526  0.456  -2.686
C  0.859  0.467  -2.376
C  1.041  1.277  -1.184
C  -0.141  1.836  -0.859
C  -1.326  1.166  -1.544
Mn  -0.247  -0.686  -0.895
N  -2.086  0.520  -0.431
C  0.649  -2.390  -1.354
C  1.796  -1.551  -1.215
H  1.981  1.386  -0.577
H  1.634  0.126  -3.034
H  -0.329  2.540  -0.045
H  -2.190  1.773  -1.907
H  -0.952  0.165  -3.643
H  2.290  -1.396  -2.215
H  0.205  -3.132  -0.580
H  -3.096  -0.005  -0.637
H  2.292  -1.464  -0.248
H  0.211  -2.649  -2.349
C  -1.417  -0.260  2.554
C  -0.149  0.317  1.972
C  0.961  0.437  3.003
O  0.350  -0.467  0.930
H  -1.331  -1.319  2.856
H  -2.205  -0.126  1.826
H  -1.705  0.352  3.408
H  -0.350  1.273  1.468
H  1.229  -0.570  3.361
H  1.841  0.876  2.525
H  0.712  1.052  3.878

=====

No. 3
Entry from the OMol25 dataset: an isolated ion of composition C10H17N2 and charge +1 (ωB97M-V/def2-TZVPD).

Frontier orbital gap = 0.298 Ha
Spin multiplicity = 1
Total charge = +1
LUMO level = -3.11 eV
SMILES = CN1/C=C/C=C\C=C\[N@H+](C)CC1
E = -13614.645 eV

Cartesian coordinates (Å):
C  -1.596  1.355  -2.134
N  -0.461  0.615  -1.656
C  0.634  1.216  -1.144
C  1.855  0.732  -0.931
C  2.715  1.260  0.142
C  2.460  1.030  1.450
C  1.262  0.187  1.676
C  -0.010  0.427  1.337
N  -1.003  -0.660  0.978
C  -1.401  -1.614  2.097
C  -0.451  -1.405  -0.176
C  -0.695  -0.827  -1.513
H  -1.276  2.025  -3.003
H  -2.419  0.767  -2.486
H  -1.974  2.035  -1.354
H  0.444  2.213  -1.082
H  2.258  -0.340  -1.171
H  3.695  1.571  -0.232
H  3.037  1.145  2.320
H  1.592  -0.752  2.160
H  -0.321  1.475  1.200
H  -1.968  -0.282  0.787
H  -0.479  -2.110  2.471
H  -1.840  -1.226  2.913
H  -1.992  -2.381  1.663
H  -0.959  -2.432  -0.252
H  0.714  -1.504  -0.212
H  -0.127  -1.463  -2.182
H  -1.693  -1.059  -1.666

=====

No. 4
Entry from the OMol25 dataset: a 2-piece molecular cluster, C10H17N2S overall (ωB97M-V/def2-TZVPD).

Frontier orbital gap (spin up / spin down) = 0.252 / 0.282 Ha
⟨S²⟩ = 2.007
Spin multiplicity = 3
Total charge = +1
LUMO level (spin up / spin down) = -2.70 / -4.46 eV
E = -24448.435 eV

Cartesian coordinates (Å):
C  2.853  0.077  1.718
C  2.068  -0.748  2.459
C  2.596  0.030  0.308
C  1.789  -1.027  0.019
C  -2.176  -0.452  -1.610
C  -2.617  -0.928  -0.188
C  -0.714  0.555  -0.127
C  3.246  0.748  -0.764
C  -0.224  0.551  -2.490
C  -2.474  0.768  1.615
N  -0.984  0.343  -1.454
N  -1.703  -0.157  0.778
S  1.197  -1.756  1.470
H  3.441  0.884  2.175
H  2.166  -0.704  3.514
H  -1.956  -1.438  -2.132
H  -3.069  0.074  -1.996
H  -3.660  -0.717  -0.035
H  -2.475  -2.094  0.065
H  0.258  0.863  0.180
H  3.119  0.061  -1.747
H  2.712  1.495  -1.184
H  4.321  0.898  -0.509
H  0.466  1.446  -2.411
H  1.453  -1.406  -0.994
H  -0.475  0.333  -3.504
H  -2.944  0.126  2.255
H  -1.922  1.454  2.218
H  -3.058  1.595  1.019
H  -1.232  -0.875  1.351